The following is a DFT calculation (ωB97M-V with the def2-TZVPD basis set) of the ion C7H7O3S with charge -1 at a distorted geometry.

Bonds (Å) are listed after each position.
CARTESIAN COORDINATES (ANGSTROEM)
1 O 2.429 -1.140 1.598  C17 1.239
2 C 1.484 0.414 0.099  C5 1.466, H9 1.125, H16 1.137, C17 1.502
3 O -2.783 1.641 -2.063  S11 1.457
4 H -1.733 -1.796 0.520  C18 1.081
5 C 0.452 0.529 -0.936  C2 1.466, C10 1.528, H13 1.163
6 H -1.512 -0.146 -1.689  C10 1.156
7 C 0.265 -1.725 0.896  H15 1.053, C17 1.466, C18 1.377
8 C -1.296 1.156 -0.037  C10 1.488, S11 1.937, H14 1.072
9 H 2.517 0.312 -0.332  C2 1.125
10 C -0.912 -0.119 -0.702  C5 1.528, H6 1.156, C8 1.488, C18 1.471
11 S -2.670 2.307 -0.772  O3 1.457, C8 1.937, O12 1.473
12 O -3.683 1.970 0.242  S11 1.473
13 H 0.719 1.195 -1.850  C5 1.163
14 H -0.875 1.268 0.942  C8 1.072
15 H 0.263 -2.648 1.402  C7 1.053
16 H 1.502 1.228 0.893  C2 1.137
17 C 1.428 -0.832 0.936  O1 1.239, C2 1.502, C7 1.466
18 C -0.844 -1.256 0.229  H4 1.081, C7 1.377, C10 1.471

- Strongest force on any atom: 3.8 eV/Å
- Kohn-Sham gap: 7.381 eV
- Net charge: -1
- HOMO level: -3.9162 eV